# 1
DFT (ωB97M-V/def2-TZVPD) results for a molecular structure, C14H41GaN4O9P in a non-equilibrium geometry.

Each line ends with the natural charge from an NBO analysis.
Positions of all 70 atoms, in Å:
N (-5.91, 4.97, 0.43)  -1.34
P (-5.58, 4.15, 1.79)  1.58
O (-6.45, 2.62, 1.68)  -1.02
O (-6.16, 5.16, 3.13)  -1.00
Ga (-3.30, 3.65, 1.92)  1.11
O (-2.97, 2.48, 3.38)  -1.17
C (-2.04, 5.28, 2.06)  -0.95
C (-1.04, 5.22, 0.74)  0.44
N (-0.05, 6.37, 0.67)  -0.89
N (-1.79, 5.21, -0.59)  -0.86
N (-0.18, 3.94, 0.80)  -0.88
H (-6.58, 4.35, -0.11)  0.35
H (-5.99, 2.13, 0.93)  0.49
H (-7.17, 5.24, 3.05)  0.47
H (-2.92, 2.86, 0.58)  -0.35
H (-3.64, 2.58, 4.12)  0.45
H (-2.59, 6.32, 2.18)  0.21
H (-1.33, 5.19, 3.00)  0.22
H (-0.59, 7.27, 0.52)  0.35
H (0.39, 6.41, 1.61)  0.36
H (-1.87, 6.19, -0.98)  0.35
H (-1.18, 4.71, -1.29)  0.35
H (-0.75, 3.11, 0.48)  0.38
H (0.53, 4.10, 0.04)  0.35
C (-2.10, -0.72, -1.90)  -0.25
O (-0.93, -0.46, -2.65)  -0.56
C (-0.92, 0.86, -3.19)  -0.10
C (0.52, 1.30, -3.51)  -0.09
O (1.24, 1.73, -2.35)  -0.54
C (1.66, 0.69, -1.46)  -0.10
C (2.83, -0.13, -2.00)  -0.10
O (2.37, -1.09, -2.94)  -0.56
C (3.39, -1.51, -3.84)  -0.25
H (-2.99, -0.64, -2.53)  0.17
H (-2.04, -1.74, -1.50)  0.18
H (-2.17, -0.03, -1.05)  0.19
H (-1.36, 1.57, -2.48)  0.19
H (-1.51, 0.85, -4.11)  0.17
H (0.46, 2.17, -4.17)  0.19
H (1.06, 0.52, -4.05)  0.19
H (0.82, 0.06, -1.16)  0.20
H (2.00, 1.21, -0.55)  0.20
H (3.32, -0.67, -1.18)  0.17
H (3.56, 0.55, -2.47)  0.18
H (3.75, -0.65, -4.42)  0.17
H (2.96, -2.24, -4.53)  0.19
H (4.21, -1.97, -3.29)  0.17
C (1.03, -2.95, -0.99)  -0.25
O (1.25, -3.50, 0.30)  -0.56
C (0.21, -4.40, 0.69)  -0.09
C (0.71, -5.36, 1.77)  -0.09
O (1.50, -6.44, 1.24)  -0.55
C (2.82, -6.09, 0.81)  -0.09
C (3.78, -5.84, 1.98)  -0.09
O (3.58, -4.52, 2.50)  -0.54
C (4.03, -4.41, 3.84)  -0.25
H (0.09, -2.37, -1.01)  0.17
H (1.86, -2.28, -1.23)  0.21
H (0.99, -3.74, -1.74)  0.16
H (-0.14, -4.98, -0.18)  0.17
H (-0.62, -3.81, 1.08)  0.18
H (-0.16, -5.84, 2.23)  0.18
H (1.25, -4.84, 2.56)  0.20
H (2.80, -5.26, 0.11)  0.20
H (3.19, -6.97, 0.26)  0.18
H (4.82, -5.90, 1.62)  0.17
H (3.62, -6.59, 2.75)  0.17
H (3.48, -5.10, 4.49)  0.16
H (3.84, -3.39, 4.18)  0.20
H (5.11, -4.62, 3.91)  0.16

Values from the calculation:
**HOMO**: -4.617 eV
**Kohn-Sham gap**: 6.8 eV
**Max |F|**: 2.854 eV/A
**Charge**: -1
**Electronic energy**: -3720.27231 a.u.

---

# 2
DFT (ωB97M-V/def2-TZVPD) results for a molecular structure, C14H42BBeF4O7S7 in a non-equilibrium geometry.

Each line ends with the Löwdin charge.
Positions of all 76 atoms, in Å:
Be (1.68, 0.86, 0.87)  0.94
B (-0.90, 0.70, -0.77)  -1.43
F (-0.31, 0.27, -1.91)  0.15
F (-2.29, 0.74, -0.89)  0.13
F (-0.35, -0.12, 0.21)  0.13
F (-0.32, 1.90, -0.55)  0.14
C (-0.45, 5.20, 0.72)  -0.18
S (1.19, 4.58, 1.41)  0.90
O (1.38, 3.23, 0.78)  -0.62
C (2.31, 5.74, 0.53)  -0.25
H (-0.54, 4.77, -0.29)  0.05
H (-0.62, 6.27, 0.61)  0.06
H (-1.15, 4.61, 1.31)  0.03
H (2.29, 5.71, -0.56)  0.05
H (3.30, 5.62, 0.96)  0.05
H (1.99, 6.75, 0.80)  0.05
C (-0.99, 1.37, 4.90)  -0.26
S (-1.10, 2.38, 3.41)  0.87
O (-0.15, 1.65, 2.51)  -0.60
C (-2.80, 1.75, 2.88)  -0.19
H (-1.00, 0.35, 4.53)  0.00
H (-1.88, 1.46, 5.53)  0.07
H (0.01, 1.35, 5.34)  0.06
H (-2.99, 1.67, 1.82)  0.05
H (-3.64, 2.26, 3.34)  0.06
H (-2.75, 0.71, 3.19)  0.04
C (4.57, 2.13, -2.74)  -0.27
S (3.33, 2.83, -1.71)  0.94
O (2.60, 1.58, -1.13)  -0.58
C (2.20, 3.37, -3.08)  -0.21
H (5.02, 3.02, -3.18)  0.06
H (4.15, 1.49, -3.51)  0.07
H (5.33, 1.52, -2.25)  0.07
H (2.67, 4.29, -3.42)  0.05
H (1.26, 3.76, -2.69)  0.05
H (1.86, 2.79, -3.94)  0.08
C (-0.07, -3.00, 3.36)  -0.20
S (0.86, -1.42, 3.64)  0.91
O (1.08, -0.91, 2.23)  -0.59
C (2.43, -2.25, 4.24)  -0.22
H (0.26, -3.35, 2.38)  0.06
H (-1.15, -2.85, 3.32)  0.02
H (0.10, -3.77, 4.12)  0.06
H (2.43, -2.60, 5.27)  0.06
H (3.19, -1.46, 4.16)  0.05
H (2.69, -3.07, 3.57)  0.06
C (-4.06, -0.90, -4.01)  -0.24
S (-3.73, -2.69, -4.24)  0.79
O (-4.50, -3.01, -5.49)  -0.56
C (-1.93, -2.61, -4.47)  -0.27
H (-3.63, -0.44, -4.90)  0.05
H (-3.67, -0.46, -3.09)  0.04
H (-5.12, -0.67, -4.07)  0.05
H (-1.78, -2.02, -5.38)  0.05
H (-1.49, -3.58, -4.74)  0.05
H (-1.35, -2.12, -3.69)  0.04
C (-4.22, -4.82, 0.68)  -0.24
S (-4.22, -3.36, 1.83)  0.84
O (-3.41, -3.64, 3.03)  -0.57
C (-3.38, -2.17, 0.69)  -0.24
H (-4.41, -4.53, -0.35)  0.04
H (-5.00, -5.53, 0.94)  0.05
H (-3.27, -5.35, 0.66)  0.05
H (-3.87, -2.39, -0.26)  0.03
H (-2.31, -2.34, 0.53)  0.06
H (-3.55, -1.13, 0.96)  0.04
C (4.59, -2.50, -1.09)  -0.26
S (2.94, -2.23, -0.44)  0.91
O (2.94, -1.13, 0.60)  -0.57
C (2.30, -1.67, -2.02)  -0.24
H (4.80, -1.94, -2.01)  0.05
H (4.60, -3.52, -1.46)  0.06
H (5.47, -2.37, -0.47)  0.07
H (2.73, -2.26, -2.83)  0.06
H (2.55, -0.61, -2.07)  0.04
H (1.24, -1.89, -2.17)  0.05

Values from the calculation:
**HOMO**: -10.097 eV
**Energy above the lowest of the compared OMol25 structures with the same formula, charge and spin**: 93.2 kcal per mole
**Kohn-Sham gap**: 6.6 eV
**Max |F|**: 3.733 eV/A
**Charge**: +1
**Electronic energy**: -4311.37533 a.u.

---

# 3
DFT (ωB97M-V/def2-TZVPD) results for 6 unconnected molecules or ions with the total composition C14H42BN5O8 in a non-equilibrium geometry.

Each line ends with the natural charge from an NBO analysis.
Positions of all 70 atoms, in Å:
N (-0.04, 1.47, 1.08)  -0.90
H (0.56, 2.25, 0.87)  0.46
H (0.48, 0.91, 1.74)  0.42
H (-0.25, 0.92, 0.26)  0.43
H (-0.87, 1.63, 1.64)  0.47
B (-3.23, 2.65, 3.02)  -0.86
H (-3.03, 1.60, 3.15)  -0.06
H (-2.35, 3.24, 3.21)  -0.03
H (-3.47, 2.84, 1.99)  -0.02
H (-4.10, 3.01, 3.55)  -0.01
C (3.61, 4.23, -1.19)  0.90
O (2.62, 4.32, -0.45)  -0.93
O (3.77, 5.23, -1.86)  -0.87
O (4.36, 3.18, -1.22)  -0.96
C (-4.63, -1.93, -3.94)  -0.27
O (-4.28, -1.59, -2.59)  -0.54
C (-4.16, -0.20, -2.37)  -0.07
C (-3.29, 0.59, -3.32)  -0.27
N (-1.85, 0.24, -3.20)  -0.62
C (-1.01, 1.04, -4.11)  -0.27
C (-1.28, 0.69, -5.54)  -0.08
O (-2.31, 1.57, -6.01)  -0.55
C (-2.81, 1.21, -7.31)  -0.25
H (-5.54, -1.47, -4.35)  0.17
H (-4.98, -2.95, -4.01)  0.18
H (-3.78, -1.88, -4.61)  0.17
H (-3.93, -0.13, -1.30)  0.21
H (-5.17, 0.19, -2.46)  0.16
H (-3.28, 1.67, -3.15)  0.22
H (-3.62, 0.51, -4.36)  0.18
H (-1.74, -0.75, -3.37)  0.34
H (-0.05, 0.67, -3.76)  0.22
H (-0.97, 2.09, -3.83)  0.24
H (-1.57, -0.36, -5.58)  0.15
H (-0.45, 0.76, -6.24)  0.18
H (-3.44, 0.35, -7.10)  0.16
H (-2.07, 1.00, -8.09)  0.17
H (-3.46, 2.02, -7.67)  0.19
C (-1.77, -4.50, 2.55)  -0.25
O (-0.70, -3.90, 3.30)  -0.55
C (-1.04, -2.56, 3.59)  -0.09
C (0.28, -1.92, 3.94)  -0.24
N (1.29, -2.16, 2.88)  -0.64
C (2.71, -1.97, 3.35)  -0.25
C (3.62, -2.12, 2.17)  -0.09
O (3.96, -3.49, 1.98)  -0.54
C (4.99, -3.70, 1.10)  -0.24
H (-2.68, -4.23, 3.08)  0.17
H (-1.61, -5.58, 2.44)  0.19
H (-1.90, -4.04, 1.58)  0.17
H (-1.63, -2.31, 4.46)  0.19
H (-1.42, -2.07, 2.69)  0.17
H (0.57, -2.34, 4.90)  0.16
H (0.28, -0.86, 4.19)  0.20
H (1.17, -3.13, 2.61)  0.37
H (2.99, -2.79, 3.99)  0.18
H (2.70, -1.03, 3.91)  0.21
H (4.50, -1.49, 2.32)  0.18
H (3.26, -1.62, 1.27)  0.19
H (5.14, -4.77, 1.00)  0.18
H (5.94, -3.30, 1.45)  0.16
H (4.90, -3.28, 0.10)  0.17
C (4.62, 3.58, 3.96)  0.75
O (4.86, 3.72, 5.16)  -0.74
N (3.41, 3.55, 3.55)  -0.84
N (5.49, 3.42, 2.97)  -0.83
H (3.21, 3.63, 2.56)  0.42
H (2.82, 3.82, 4.32)  0.40
H (6.49, 3.37, 3.09)  0.39
H (5.16, 3.28, 2.02)  0.43

Values from the calculation:
**HOMO**: 1.247 eV
**Energy above the lowest of the compared OMol25 structures with the same formula, charge and spin**: 0.0 kcal per mole
**Kohn-Sham gap**: 2.1 eV
**Max |F|**: 6.272 eV/A
**Charge**: -2
**Electronic energy**: -1458.86104 a.u.